No. 1
ORCA calculation (wB97M-V/def2-TZVPD) on a gas-phase ion, C3H7N2O (charge +1) in a non-equilibrium geometry.

Element x y z (Å)
C (-0.88, 0.48, -0.09)
C (1.31, -0.77, -0.01)
C (0.10, -0.18, 0.61)
N (0.08, -0.24, 1.98)
N (-0.70, 0.52, -1.54)
O (1.46, -0.68, -1.20)
H (-1.55, 1.23, 0.18)
H (2.03, -1.24, 0.50)
H (0.50, -0.96, 2.54)
H (-0.40, 0.35, 2.61)
H (-1.60, 0.27, -2.13)
H (0.02, -0.22, -1.82)
H (-0.37, 1.46, -1.64)

HOMO energy	-0.4984	Eh
LUMO level	-4.85	eV
net charge	+1
spin multiplicity	1
Kohn-Sham gap	0.32006	Ha

No. 2
ORCA calculation (wB97M-V/def2-TZVPD) on a molecular structure, C29H45FMoP2 in a non-equilibrium geometry.

Element x y z (Å)
Mo (-0.16, 1.81, 1.00)
C (-0.30, 4.08, 0.76)
C (-1.44, 3.41, 0.17)
C (-1.44, 2.95, 2.44)
C (-0.26, 3.76, 2.14)
C (-2.17, 2.75, 1.24)
C (0.62, 5.02, 0.05)
H (0.71, 4.78, -1.02)
H (1.61, 5.03, 0.49)
H (0.22, 6.05, 0.11)
C (0.72, 4.25, 3.16)
H (1.62, 4.65, 2.68)
H (1.02, 3.42, 3.81)
H (0.28, 5.04, 3.77)
C (-1.88, 2.55, 3.81)
H (-2.38, 3.40, 4.30)
H (-1.02, 2.24, 4.41)
H (-2.58, 1.71, 3.77)
C (-3.51, 2.11, 1.11)
H (-4.31, 2.85, 1.27)
H (-3.65, 1.32, 1.86)
H (-3.67, 1.67, 0.12)
C (-1.96, 3.64, -1.22)
H (-2.70, 4.45, -1.22)
H (-2.45, 2.74, -1.61)
H (-1.16, 3.92, -1.91)
C (1.82, 1.00, 0.39)
C (1.40, 1.94, -0.56)
C (0.87, 1.58, -1.93)
C (-0.19, 0.46, -1.86)
C (-0.98, 0.53, -0.56)
C (-0.69, -0.26, 0.58)
C (0.51, -1.19, 0.64)
C (1.82, -0.50, 0.18)
H (1.70, 1.30, -2.60)
H (0.29, -0.52, -1.95)
H (0.42, 2.48, -2.38)
H (2.02, -0.72, -0.87)
H (2.49, 1.36, 1.16)
H (1.84, 2.93, -0.49)
H (2.65, -0.93, 0.75)
H (0.62, -1.51, 1.68)
H (-1.51, -0.53, 1.24)
H (0.32, -2.09, 0.04)
H (-0.88, 0.55, -2.71)
H (-2.02, 0.82, -0.68)
P (1.21, -3.10, -3.35)
C (2.98, -3.48, -2.94)
C (1.34, -2.99, -5.20)
P (-1.29, -4.79, -2.72)
C (0.50, -4.82, -3.21)
C (-2.05, -5.29, -4.34)
C (-1.38, -6.42, -1.84)
H (3.06, -3.73, -1.88)
H (3.59, -2.59, -3.13)
H (3.37, -4.31, -3.54)
H (1.89, -3.85, -5.62)
H (1.85, -2.07, -5.47)
H (0.34, -2.97, -5.63)
H (-1.00, -7.24, -2.46)
H (-2.42, -6.63, -1.56)
H (-0.79, -6.36, -0.92)
H (1.09, -5.37, -2.46)
H (0.59, -5.34, -4.17)
H (-3.12, -5.48, -4.20)
H (-1.58, -6.19, -4.75)
H (-1.94, -4.47, -5.06)
F (1.79, -0.97, 6.57)
C (1.39, -0.39, 5.41)
C (0.14, -0.69, 4.87)
C (-0.28, -0.09, 3.68)
C (0.55, 0.83, 2.99)
C (1.81, 1.13, 3.58)
C (2.22, 0.52, 4.77)
H (-0.51, -1.39, 5.38)
H (-1.25, -0.34, 3.31)
H (2.49, 1.84, 3.14)
H (3.18, 0.77, 5.19)

HOMO energy (alpha / beta)	-0.4744 / -0.4742	Eh
<S²>	2.37
LUMO level (alpha / beta)	-6.81 / -9.79	eV
net charge	+2
spin multiplicity	3
Kohn-Sham gap (alpha / beta)	0.22407 / 0.11442	Ha

No. 3
ORCA calculation (wB97M-V/def2-TZVPD) on 14 unconnected molecules or ions with the total composition C52H109F6N5O34P3 in a non-equilibrium geometry.

Element x y z (Å)
C (0.18, 2.70, 0.84)
C (-0.16, 1.44, 1.62)
C (-0.54, 0.28, 0.62)
C (0.52, -0.42, -0.18)
N (-0.01, -1.23, -1.47)
C (1.21, -2.04, -2.08)
C (1.10, -3.46, -1.52)
C (-0.35, -3.70, -1.48)
C (-0.92, -2.42, -0.94)
C (-0.67, -0.43, -2.61)
H (1.18, 2.78, 0.41)
H (0.02, 3.46, 1.61)
H (-0.57, 2.83, 0.06)
H (-0.94, 1.62, 2.36)
H (0.66, 1.04, 2.22)
H (-1.34, 0.59, -0.05)
H (-1.16, -0.47, 1.11)
H (1.04, -1.23, 0.33)
H (1.29, 0.28, -0.50)
H (1.04, -2.10, -3.15)
H (2.20, -1.61, -1.94)
H (1.50, -4.26, -2.14)
H (1.58, -3.40, -0.54)
H (-0.78, -4.04, -2.42)
H (-0.47, -4.47, -0.71)
H (-1.97, -2.39, -1.24)
H (-0.83, -2.48, 0.15)
H (-0.02, -0.31, -3.48)
H (-0.89, 0.58, -2.27)
H (-1.54, -0.93, -3.04)
C (4.13, 0.89, 1.07)
C (4.76, 1.24, -0.23)
C (6.24, 1.41, -0.12)
O (6.78, 1.81, -1.38)
C (8.12, 1.59, -1.45)
N (4.46, 0.15, -1.21)
H (4.50, 0.00, 1.58)
H (3.05, 0.83, 1.04)
H (4.33, 1.64, 1.83)
H (4.36, 2.18, -0.60)
H (6.74, 0.48, 0.15)
H (6.47, 2.20, 0.59)
H (8.51, 1.89, -2.42)
H (8.37, 0.53, -1.51)
H (8.76, 2.05, -0.69)
H (5.24, -0.19, -1.74)
H (3.84, 0.60, -1.87)
C (-0.38, 6.19, 1.85)
C (-0.10, 7.66, 1.43)
C (-0.43, 8.74, 2.55)
O (-1.84, 8.86, 2.65)
C (-2.36, 9.93, 3.31)
N (1.26, 7.82, 0.99)
H (-1.45, 6.23, 2.03)
H (0.18, 5.84, 2.72)
H (-0.29, 5.54, 0.98)
H (-0.77, 7.95, 0.62)
H (0.05, 9.72, 2.45)
H (-0.10, 8.25, 3.47)
H (-1.90, 10.86, 2.97)
H (-2.13, 9.83, 4.37)
H (-3.42, 10.16, 3.31)
H (1.46, 8.70, 0.54)
H (1.54, 7.15, 0.29)
C (0.77, -8.80, -2.34)
C (1.60, -8.36, -1.06)
C (1.82, -6.85, -0.84)
O (2.71, -6.58, 0.25)
C (2.23, -6.28, 1.58)
N (0.90, -9.03, -0.04)
H (1.37, -8.62, -3.23)
H (-0.26, -8.44, -2.32)
H (0.63, -9.88, -2.27)
H (2.53, -8.92, -1.09)
H (0.91, -6.25, -0.83)
H (2.25, -6.40, -1.74)
H (1.43, -6.96, 1.88)
H (1.84, -5.26, 1.57)
H (3.05, -6.40, 2.28)
H (0.04, -8.50, -0.08)
H (1.37, -8.62, 0.75)
C (-4.44, -3.62, -3.39)
C (-4.34, -2.35, -4.32)
C (-3.20, -2.37, -5.35)
O (-2.04, -2.63, -4.74)
C (-1.01, -2.29, -5.72)
N (-5.70, -2.21, -4.87)
H (-5.25, -3.57, -2.66)
H (-3.69, -3.49, -2.61)
H (-4.42, -4.59, -3.89)
H (-4.12, -1.58, -3.58)
H (-3.33, -1.33, -5.64)
H (-3.38, -3.09, -6.15)
H (-1.29, -2.71, -6.69)
H (-0.07, -2.72, -5.37)
H (-0.88, -1.24, -5.96)
H (-6.16, -3.09, -5.06)
H (-6.22, -1.81, -4.10)
C (0.00, 4.17, -4.80)
O (0.48, 3.17, -3.97)
P (1.83, 3.23, -3.03)
O (1.87, 2.28, -1.89)
O (2.04, 4.78, -2.50)
C (0.91, 5.29, -1.74)
O (2.99, 3.12, -4.18)
C (4.22, 2.42, -3.81)
H (-1.08, 4.27, -4.75)
H (0.33, 4.00, -5.83)
H (0.41, 5.11, -4.41)
H (0.03, 4.65, -1.81)
H (0.77, 6.32, -2.07)
H (1.18, 5.32, -0.68)
H (4.74, 2.56, -2.86)
H (4.94, 2.64, -4.60)
H (4.04, 1.38, -4.07)
C (2.97, 0.84, -9.38)
O (2.01, 1.76, -8.99)
P (0.84, 1.33, -7.87)
O (0.32, -0.05, -8.11)
O (1.59, 1.57, -6.44)
C (2.44, 0.52, -6.02)
O (-0.23, 2.47, -7.97)
C (-0.56, 3.05, -9.30)
H (3.85, 1.02, -8.76)
H (3.20, 1.15, -10.40)
H (2.61, -0.18, -9.33)
H (2.21, -0.42, -6.52)
H (1.98, 0.32, -5.05)
H (3.44, 0.73, -5.64)
H (0.04, 2.95, -10.20)
H (-0.54, 4.13, -9.16)
H (-1.52, 2.70, -9.69)
C (-2.18, 2.59, 4.81)
O (-2.81, 1.77, 5.87)
P (-2.58, 2.12, 7.43)
O (-1.53, 3.12, 7.71)
O (-4.14, 2.56, 7.77)
C (-5.06, 1.56, 7.40)
O (-2.32, 0.68, 8.17)
C (-2.06, 0.66, 9.57)
H (-2.71, 2.84, 3.90)
H (-1.43, 1.90, 4.42)
H (-1.64, 3.44, 5.23)
H (-4.84, 0.71, 8.04)
H (-5.20, 1.08, 6.43)
H (-6.02, 1.92, 7.78)
H (-0.99, 0.55, 9.73)
H (-2.62, -0.13, 10.07)
H (-2.54, 1.50, 10.07)
C (-2.67, -2.26, 5.59)
C (-3.41, -1.94, 4.36)
O (-2.44, -1.61, 3.43)
C (-1.29, -1.42, 3.99)
O (-0.30, -1.09, 3.40)
O (-1.42, -1.66, 5.35)
F (-4.22, -0.95, 4.66)
H (-2.56, -3.33, 5.77)
H (-3.16, -1.79, 6.45)
H (-4.12, -2.68, 3.99)
C (-5.07, -0.21, 0.63)
C (-6.05, -1.12, 1.20)
O (-5.38, -2.28, 1.40)
C (-4.12, -2.18, 0.89)
O (-3.30, -3.07, 0.90)
O (-3.98, -1.01, 0.41)
F (-7.03, -1.36, 0.33)
H (-4.95, 0.54, 1.41)
H (-5.36, 0.15, -0.36)
H (-6.48, -0.66, 2.10)
C (5.75, -2.48, 1.72)
C (5.13, -3.32, 0.62)
O (3.79, -3.06, 0.76)
C (3.55, -2.74, 2.11)
O (2.39, -2.60, 2.64)
O (4.66, -2.68, 2.72)
F (5.37, -4.57, 0.87)
H (5.89, -1.43, 1.47)
H (6.72, -2.87, 2.01)
H (5.51, -3.05, -0.37)
C (-5.66, 3.80, -0.45)
C (-4.67, 4.97, -0.28)
O (-3.68, 4.54, -1.23)
C (-3.66, 3.22, -1.34)
O (-2.59, 2.59, -1.66)
O (-4.82, 2.72, -0.94)
F (-4.31, 4.93, 0.99)
H (-6.31, 4.06, -1.29)
H (-6.27, 3.50, 0.40)
H (-4.99, 6.00, -0.45)
C (2.34, -1.04, 5.65)
C (2.46, 0.00, 4.56)
O (3.55, 0.79, 4.94)
C (4.39, -0.03, 5.76)
O (5.54, 0.25, 5.99)
O (3.75, -1.24, 5.96)
F (1.33, 0.83, 4.68)
H (1.86, -1.92, 5.21)
H (1.80, -0.62, 6.50)
H (2.61, -0.39, 3.56)
C (-0.53, -5.05, 3.75)
C (-1.82, -5.86, 4.03)
O (-1.76, -6.63, 2.81)
C (-1.14, -6.00, 1.86)
O (-1.07, -6.42, 0.70)
O (-0.54, -4.85, 2.37)
F (-2.82, -4.94, 4.18)
H (0.38, -5.53, 4.11)
H (-0.74, -4.10, 4.23)
H (-1.76, -6.47, 4.93)

HOMO energy	-0.3878	Eh
LUMO level	-1.67	eV
net charge	+1
spin multiplicity	1
Kohn-Sham gap	0.32636	Ha

No. 4
ORCA calculation (wB97M-V/def2-TZVPD) on 2 unconnected molecules or ions with the total composition C5H10O.

Element x y z (Å)
C (-0.79, 0.41, -1.36)
C (0.38, 0.59, -0.42)
C (1.55, -0.32, -0.65)
C (0.36, 1.48, 0.58)
C (-1.05, -1.09, 1.70)
O (-0.67, -2.07, 1.11)
H (-1.03, -0.65, -1.46)
H (-0.55, 0.79, -2.36)
H (-1.68, 0.94, -1.00)
H (1.29, -1.33, -0.30)
H (2.44, 0.01, -0.11)
H (1.79, -0.40, -1.72)
H (-0.50, 2.12, 0.75)
H (1.22, 1.61, 1.24)
H (-1.95, -0.53, 1.39)
H (-0.54, -0.71, 2.61)

HOMO energy	-0.3471	Eh
LUMO level	0.97	eV
net charge	0
spin multiplicity	1
Kohn-Sham gap	0.38266	Ha

No. 5
ORCA calculation (wB97M-V/def2-TZVPD) on a molecular structure, C46H62Cl3N5O10PtS4Si in a non-equilibrium geometry.

Element x y z (Å)
Pt (0.19, 0.11, 0.12)
S (3.21, -1.26, 3.09)
C (2.27, -0.36, 2.17)
N (1.61, 0.38, 1.52)
C (3.50, -2.14, -6.83)
C (3.16, -2.00, -5.35)
C (4.42, -1.87, -4.51)
N (4.13, -1.65, -3.08)
C (3.53, -0.60, -2.54)
S (2.95, -0.72, -0.96)
N (3.41, 0.55, -3.31)
C (4.37, 1.28, -4.01)
O (4.03, 2.18, -4.75)
C (5.82, 0.98, -3.77)
C (6.31, 0.67, -2.50)
C (7.67, 0.43, -2.33)
C (8.53, 0.52, -3.41)
C (8.05, 0.86, -4.67)
C (6.69, 1.10, -4.84)
H (2.59, -2.24, -7.42)
H (4.12, -3.02, -7.01)
H (4.04, -1.26, -7.19)
H (2.59, -2.87, -5.01)
H (2.54, -1.12, -5.20)
H (5.04, -1.06, -4.89)
H (5.02, -2.78, -4.57)
H (4.15, -2.45, -2.47)
H (2.49, 0.98, -3.25)
H (5.64, 0.62, -1.65)
H (8.04, 0.19, -1.34)
H (9.59, 0.33, -3.27)
H (8.72, 0.94, -5.51)
H (6.30, 1.39, -5.81)
C (-4.54, 3.15, 1.42)
C (-3.39, 4.12, 1.13)
C (-3.01, 4.06, -0.33)
C (-3.77, 5.53, 1.54)
O (-2.24, 3.77, 1.92)
Si (-1.56, 2.40, 2.44)
S (-1.85, 0.73, 1.06)
O (-2.42, 2.07, 3.79)
C (-2.44, 1.11, 4.87)
C (-3.56, 1.57, 5.78)
C (-2.74, -0.28, 4.33)
C (-1.10, 1.15, 5.59)
O (0.03, 2.55, 2.68)
C (0.88, 3.72, 2.85)
C (0.88, 4.57, 1.58)
C (0.39, 4.53, 4.04)
C (2.29, 3.20, 3.11)
H (-5.47, 3.51, 0.96)
H (-4.69, 3.07, 2.51)
H (-4.32, 2.16, 1.02)
H (-3.88, 4.26, -0.97)
H (-2.61, 3.08, -0.57)
H (-2.24, 4.80, -0.55)
H (-4.64, 5.87, 0.98)
H (-2.94, 6.21, 1.34)
H (-4.00, 5.56, 2.61)
H (-4.51, 1.55, 5.25)
H (-3.37, 2.60, 6.11)
H (-3.62, 0.92, 6.66)
H (-3.69, -0.26, 3.77)
H (-2.83, -1.00, 5.15)
H (-1.96, -0.61, 3.66)
H (-0.94, 2.14, 6.03)
H (-0.28, 0.94, 4.90)
H (-1.09, 0.40, 6.39)
H (-0.09, 5.07, 1.46)
H (1.04, 3.93, 0.71)
H (1.67, 5.32, 1.63)
H (-0.67, 4.78, 3.92)
H (0.95, 5.45, 4.13)
H (0.51, 3.95, 4.97)
H (2.65, 2.63, 2.25)
H (2.30, 2.55, 3.99)
H (2.95, 4.05, 3.28)
Cl (1.04, 2.95, -4.48)
C (0.10, 3.05, -3.00)
Cl (0.56, 4.52, -2.12)
Cl (-1.62, 3.10, -3.41)
C (0.37, 1.76, -2.12)
O (0.08, 1.89, -0.84)
O (0.85, 0.80, -2.67)
O (-0.39, -1.60, 1.60)
S (-0.14, -3.11, 1.76)
C (0.09, -3.36, 3.52)
C (0.19, -4.65, 4.01)
C (0.42, -4.85, 5.36)
C (0.58, -3.76, 6.20)
C (0.51, -2.47, 5.70)
C (0.27, -2.26, 4.35)
C (-1.79, -3.80, 1.65)
C (-2.88, -2.97, 1.82)
C (-4.16, -3.51, 1.75)
C (-4.32, -4.87, 1.48)
C (-3.21, -5.68, 1.27)
C (-1.93, -5.15, 1.35)
H (0.08, -5.51, 3.34)
H (0.48, -5.86, 5.75)
H (0.78, -3.92, 7.26)
H (0.66, -1.62, 6.35)
H (0.23, -1.27, 3.93)
H (-2.73, -1.91, 2.00)
H (-5.02, -2.88, 1.89)
H (-5.32, -5.29, 1.43)
H (-3.34, -6.73, 1.03)
H (-1.06, -5.77, 1.16)
C (-4.10, -2.34, -1.45)
C (-3.86, -1.65, -2.79)
C (-2.37, -1.57, -3.18)
C (-2.23, -0.90, -4.57)
C (-0.78, -0.75, -5.04)
C (-1.82, -2.97, -3.29)
O (-2.27, -3.79, -4.06)
N (-0.75, -3.28, -2.48)
C (-0.13, -2.47, -1.53)
O (0.80, -2.93, -0.90)
N (-0.62, -1.19, -1.38)
C (-1.68, -0.70, -2.13)
O (-2.10, 0.43, -1.95)
H (-5.16, -2.33, -1.20)
H (-3.56, -1.82, -0.65)
H (-3.77, -3.38, -1.46)
H (-4.24, -0.63, -2.76)
H (-4.38, -2.20, -3.59)
H (-2.71, 0.07, -4.50)
H (-2.78, -1.52, -5.27)
H (-0.21, -0.12, -4.36)
H (-0.76, -0.28, -6.03)
H (-0.29, -1.72, -5.12)
H (-0.37, -4.21, -2.55)

HOMO energy	-0.2974	Eh
LUMO level	-2.22	eV
net charge	0
spin multiplicity	1
Kohn-Sham gap	0.21598	Ha

No. 6
ORCA calculation (wB97M-V/def2-TZVPD) on 2 unconnected molecules or ions with the total composition C5H11NO in a non-equilibrium geometry.

Element x y z (Å)
C (-3.86, -0.24, 0.50)
C (1.68, 0.20, 0.33)
C (-0.21, -1.39, 0.56)
C (-0.22, 0.51, -1.26)
C (0.15, 0.09, 0.20)
N (-0.51, 1.02, 1.02)
O (-4.23, -1.03, -0.31)
H (-2.79, -0.17, 0.88)
H (-4.54, 0.49, 0.89)
H (2.17, 1.21, -0.04)
H (2.09, 0.11, 1.26)
H (2.21, -0.28, -0.55)
H (0.52, -2.03, 0.15)
H (-1.25, -1.46, 0.27)
H (-0.14, -1.48, 1.66)
H (0.18, 1.49, -1.32)
H (0.19, -0.17, -2.02)
H (-1.31, 0.54, -1.29)

HOMO energy (alpha / beta)	-0.3503 / -0.3536	Eh
LUMO level (alpha / beta)	-0.65 / -0.75	eV
net charge	0
spin multiplicity	1
Kohn-Sham gap (alpha / beta)	0.32654 / 0.32617	Ha